# 1
Below is 2 unconnected molecules or ions with the total composition C6H12N in a non-equilibrium geometry, with properties calculated with ωB97M-V/def2-TZVPD.

Results
- gap between HOMO and LUMO (spin up / spin down) (eV) = 7.861 / 6.569
- energy above the lowest of the compared OMol25 structures with the same formula, charge and spin (kJ/mol) = 475.5
- maximum force (eV/A) = 4.41
- spin multiplicity = 2
- lowest unoccupied orbital energy (spin up / spin down) (eV) = -10.52 / -11.81
- charge = +2

Positions of all 19 atoms, in Å:
1 C -4.40 -0.53 -0.06
2 C 0.68 -1.55 -0.14
3 C 1.05 -0.23 -0.02
4 C -0.03 0.88 0.00
5 C 3.23 1.14 0.09
6 C 2.34 0.09 -0.49
7 N -3.17 -0.18 0.33
8 H -4.45 -1.56 -0.44
9 H -5.19 0.27 -0.06
10 H 1.26 -2.31 -0.65
11 H -0.40 -1.76 -0.16
12 H -0.46 1.07 -0.99
13 H -0.84 0.53 0.62
14 H 3.17 2.23 -0.08
15 H 3.16 0.92 1.19
16 H 2.98 -0.76 -0.74
17 H -3.52 -0.88 1.13
18 H 4.27 0.79 0.09
19 H 0.31 1.83 0.38

=====

# 2
Below is 2 unconnected molecules or ions with the total composition H3N3 in a non-equilibrium geometry, with properties calculated with ωB97M-V/def2-TZVPD.

Results
- gap between HOMO and LUMO (spin up / spin down) (eV) = 6.764 / 3.435
- energy above the lowest of the compared OMol25 structures with the same formula, charge and spin (kJ/mol) = 693.6
- maximum force (eV/A) = 2.33
- lowest unoccupied orbital energy (spin up / spin down) (eV) = -1.21 / -2.87
- charge = 0

Positions of all 6 atoms, in Å:
1 N 1.83 0.35 -0.09
2 N 1.22 -0.31 0.60
3 N -1.24 -0.12 -0.21
4 H 1.39 0.98 -0.79
5 H -1.81 0.26 0.51
6 H -1.40 -1.16 -0.01

=====

# 3
Below is 2 unconnected molecules or ions with the total composition C6H9F2N2O5 in a non-equilibrium geometry, with properties calculated with ωB97M-V/def2-TZVPD.

Results
- gap between HOMO and LUMO (eV) = 7.498
- energy above the lowest of the compared OMol25 structures with the same formula, charge and spin (kJ/mol) = 0.0
- maximum force (eV/A) = 1.02
- lowest unoccupied orbital energy (eV) = -5.18
- charge = +1

Positions of all 24 atoms, in Å:
1 N -1.29 -4.46 1.12
2 N -1.73 -3.16 0.71
3 C -0.66 -2.22 0.90
4 O 0.27 -2.42 1.60
5 F -0.90 -1.15 0.17
6 C -3.02 -2.79 1.27
7 O -4.03 -3.08 0.77
8 F -2.87 -2.13 2.41
9 H -0.80 -4.90 0.34
10 H -0.70 -4.43 1.97
11 H -2.11 -5.04 1.31
12 C 0.59 1.49 -0.17
13 C 1.13 2.39 -1.25
14 C 2.55 2.87 -1.04
15 O 2.53 4.14 -1.71
16 C 1.26 4.60 -1.70
17 O 0.93 5.70 -2.01
18 O 0.41 3.62 -1.30
19 H 1.24 0.62 -0.02
20 H 0.51 2.04 0.77
21 H -0.41 1.15 -0.43
22 H 1.03 1.91 -2.23
23 H 3.30 2.23 -1.49
24 H 2.78 3.03 0.01

=====

# 4
Below is 9 unconnected molecules or ions with the total composition C24H69N3O15 in a non-equilibrium geometry, with properties calculated with ωB97M-V/def2-TZVPD.

Results
- gap between HOMO and LUMO (spin up / spin down) (eV) = 9.037 / 3.446
- maximum force (eV/A) = 4.25
- spin multiplicity = 2
- lowest unoccupied orbital energy (spin up / spin down) (eV) = -2.24 / -7.83
- charge = +1

Positions of all 111 atoms, in Å:
1 C 3.15 -2.78 5.34
2 C 1.68 -2.52 5.49
3 C 0.90 -3.11 4.32
4 O 0.86 -2.26 3.17
5 C -0.21 -1.37 3.07
6 N 1.17 -3.08 6.78
7 H 3.63 -1.98 5.90
8 H 3.54 -2.60 4.33
9 H 3.48 -3.74 5.74
10 H 1.46 -1.46 5.53
11 H -0.12 -3.19 4.70
12 H 1.34 -4.07 4.06
13 H -1.12 -1.73 2.59
14 H 0.23 -0.50 2.57
15 H -0.43 -0.92 4.04
16 H 0.43 -2.45 7.05
17 H 0.58 -3.89 6.61
18 C -4.24 -1.04 -2.60
19 C -2.88 -1.05 -3.29
20 C -2.92 -1.29 -4.78
21 O -2.90 -2.75 -5.19
22 C -3.07 -2.77 -6.65
23 N -2.09 0.16 -2.90
24 H -4.38 -1.90 -1.95
25 H -5.10 -0.95 -3.26
26 H -4.32 -0.18 -1.95
27 H -2.34 -1.92 -2.91
28 H -2.05 -0.77 -5.18
29 H -3.68 -0.69 -5.30
30 H -4.06 -2.37 -6.88
31 H -3.21 -3.84 -6.85
32 H -2.20 -2.38 -7.16
33 H -1.20 0.18 -3.38
34 H -1.71 0.16 -1.96
35 C -3.80 0.61 1.59
36 C -4.68 -0.03 2.68
37 C -4.02 0.38 4.11
38 O -4.22 -0.47 5.24
39 C -3.83 -1.83 5.01
40 N -6.05 0.51 2.61
41 H -3.60 1.66 1.84
42 H -4.28 0.76 0.62
43 H -2.80 0.21 1.45
44 H -4.59 -1.08 2.43
45 H -4.49 1.31 4.44
46 H -2.93 0.47 4.05
47 H -3.85 -2.33 5.98
48 H -2.80 -1.93 4.67
49 H -4.64 -2.33 4.48
50 H -6.58 0.03 1.90
51 H -6.01 1.48 2.30
52 C 0.83 -2.76 -4.75
53 C 1.00 -1.20 -4.97
54 O 0.59 -0.57 -3.85
55 O 1.37 -3.19 -3.53
56 H 1.25 -3.25 -5.63
57 H -0.19 -3.14 -4.70
58 H 0.57 -0.99 -5.95
59 H 2.07 -0.99 -4.96
60 H 1.20 -0.74 -3.13
61 H 1.16 -4.13 -3.47
62 C 2.09 7.14 -2.64
63 C 1.00 6.50 -1.69
64 O 1.72 5.56 -0.90
65 O 2.78 8.21 -2.01
66 H 1.55 7.66 -3.43
67 H 2.87 6.49 -3.04
68 H 0.24 6.01 -2.28
69 H 0.70 7.30 -1.00
70 H 2.50 5.83 -0.40
71 H 3.27 7.82 -1.28
72 C 2.06 1.48 4.00
73 C 2.77 2.86 3.90
74 O 4.16 2.56 3.59
75 O 2.54 0.53 3.01
76 H 0.98 1.56 4.13
77 H 2.49 1.02 4.89
78 H 2.60 3.51 4.76
79 H 2.46 3.31 2.95
80 H 3.93 1.85 2.99
81 H 2.19 -0.35 3.16
82 C 0.77 -3.48 0.33
83 C 1.87 -2.67 -0.26
84 O 1.47 -1.70 -1.19
85 O 0.04 -4.14 -0.64
86 H 0.15 -2.84 0.96
87 H 1.10 -4.24 1.03
88 H 2.74 -3.18 -0.67
89 H 2.39 -2.07 0.48
90 H 1.26 -2.21 -1.98
91 H -0.64 -4.71 -0.28
92 C 0.20 1.49 0.64
93 C 0.20 2.82 -0.12
94 O 1.54 2.94 -0.69
95 O -0.23 0.33 -0.09
96 H -0.55 1.55 1.43
97 H 1.13 1.22 1.13
98 H -0.13 3.55 0.61
99 H -0.46 2.73 -0.98
100 H 1.69 3.84 -0.98
101 H 0.54 -0.17 -0.37
102 C 3.41 1.82 -4.49
103 C 3.32 1.17 -3.03
104 O 3.47 -0.23 -2.94
105 O 4.81 1.96 -4.67
106 H 2.87 2.76 -4.40
107 H 2.89 1.37 -5.33
108 H 2.36 1.52 -2.64
109 H 3.84 1.72 -2.24
110 H 2.94 -0.50 -2.18
111 H 5.19 1.08 -4.67